(1)
{
  "formula": "C36H94BF4O32",
  "method": "the ωB97M-V functional and the def2-TZVPD basis",
  "spin_multiplicity": 1,
  "total_charge": -1,
  "symbols": ["B", "F", "F", "F", "F", "C", "C", "O", "O", "H", "H", "H", "H", "H", "H", "C", "C", "O", "O", "H", "H", "H", "H", "H", "H", "C", "C", "O", "O", "H", "H", "H", "H", "H", "H", "C", "C", "O", "O", "H", "H", "H", "H", "H", "H", "C", "C", "O", "O", "H", "H", "H", "H", "H", "H", "C", "C", "O", "O", "H", "H", "H", "H", "H", "H", "C", "C", "O", "O", "H", "H", "H", "H", "H", "H", "C", "C", "O", "O", "H", "H", "H", "H", "H", "H", "C", "C", "O", "O", "H", "H", "H", "H", "H", "H", "C", "C", "O", "O", "H", "H", "H", "H", "H", "H", "C", "C", "O", "O", "H", "H", "H", "H", "H", "H", "C", "C", "O", "O", "H", "H", "H", "H", "H", "H", "C", "C", "O", "O", "H", "H", "H", "H", "H", "H", "C", "C", "O", "O", "H", "H", "H", "H", "H", "H", "C", "C", "O", "O", "H", "H", "H", "H", "H", "H", "C", "C", "C", "O", "C", "C", "C", "O", "H", "H", "H", "H"],
  "xyz": [[15.8624, 14.9200, 14.0469], [14.8168, 15.2255, 14.9122], [17.1206, 15.1039, 14.7706], [15.7561, 13.6114, 13.5902], [15.9223, 15.7781, 12.9706], [18.0409, 17.5783, 8.0008], [17.9508, 17.0840, 9.4869], [18.4886, 15.7502, 9.6110], [19.3962, 17.7173, 7.4995], [17.5513, 18.5648, 8.0015], [17.5189, 16.9247, 7.3375], [16.9110, 17.1282, 9.8346], [18.5177, 17.6421, 10.2534], [17.8428, 15.1150, 10.0225], [19.9619, 17.9501, 8.2674], [9.8152, 16.0596, 9.5696], [9.7017, 14.8215, 10.4763], [10.9244, 14.2509, 10.5251], [10.8696, 16.9036, 9.9222], [8.8604, 16.6856, 9.4638], [10.0374, 15.7217, 8.5506], [8.9376, 14.1489, 9.9972], [9.2605, 15.1171, 11.4337], [11.2413, 14.3601, 11.4269], [11.6462, 16.3366, 10.0811], [18.6508, 11.7708, 13.1975], [18.9146, 13.1567, 12.6991], [19.9010, 13.9114, 13.4136], [17.8180, 11.5848, 14.3895], [19.5678, 11.1519, 13.4675], [18.1263, 11.3243, 12.3463], [17.9809, 13.7104, 12.5086], [19.3448, 13.0348, 11.7099], [19.6435, 14.0010, 14.3333], [16.9558, 12.0560, 14.2137], [13.1135, 10.8522, 18.0927], [13.2197, 11.9797, 17.0901], [14.3298, 11.7092, 16.1651], [12.6710, 9.5969, 17.5753], [12.3630, 11.1601, 18.8408], [14.0833, 10.5914, 18.6282], [13.4144, 12.9105, 17.5543], [12.2630, 11.9979, 16.5188], [15.0882, 12.2504, 16.4268], [13.0873, 9.5642, 16.7281], [18.9216, 13.4296, 17.6497], [17.5629, 14.0293, 17.8825], [16.6043, 13.4329, 16.9421], [19.0931, 13.3257, 16.2598], [19.1528, 12.4801, 18.1277], [19.7340, 14.0772, 17.9468], [17.5663, 15.0933, 17.7659], [17.2096, 13.7944, 18.8895], [16.7135, 13.9501, 16.1305], [18.6362, 12.6024, 15.8267], [11.5478, 13.3142, 13.7420], [11.8412, 12.0004, 13.0672], [11.6334, 11.0527, 14.0942], [11.9740, 14.4064, 12.8993], [12.0772, 13.2695, 14.7049], [10.5450, 13.4135, 14.0163], [12.8234, 11.9436, 12.5783], [11.1063, 11.8862, 12.2603], [12.4131, 10.4663, 14.1214], [12.9603, 14.4831, 12.9612], [14.7740, 14.5525, 9.5721], [13.7628, 13.4076, 9.4900], [13.6113, 12.9552, 8.1625], [16.1082, 14.0428, 9.6223], [14.5677, 15.1209, 10.4554], [14.7321, 15.1923, 8.7254], [12.7950, 13.7918, 9.8842], [14.1397, 12.6668, 10.2052], [14.0979, 12.1242, 8.0401], [16.1871, 13.5237, 10.4366], [23.3029, 14.8935, 12.4576], [23.0729, 13.4176, 12.3723], [23.1031, 12.7086, 13.5818], [22.3270, 15.5625, 13.3250], [23.2627, 15.3688, 11.4693], [24.2990, 15.1059, 12.8971], [23.9235, 12.9361, 11.8911], [22.1315, 13.2206, 11.8722], [22.2351, 12.7106, 13.9082], [21.4825, 15.1022, 13.1073], [19.0621, 18.9524, 13.1170], [18.0776, 17.8431, 13.3008], [16.9403, 18.4153, 13.9068], [18.6262, 19.8001, 12.0210], [20.1004, 18.6635, 12.8929], [18.9908, 19.4166, 14.0524], [18.5138, 16.9544, 13.8611], [17.8583, 17.4812, 12.2602], [16.2931, 17.7420, 13.9219], [17.7058, 20.0978, 12.2221], [12.6150, 19.2217, 11.7283], [13.4709, 18.3241, 12.6273], [13.8493, 17.2361, 11.7673], [11.2018, 19.0397, 11.8502], [12.8893, 19.1756, 10.6797], [12.8297, 20.2388, 12.0424], [13.0363, 18.1159, 13.6295], [14.3944, 18.8542, 12.8515], [14.5271, 16.7379, 12.2337], [10.8935, 18.5714, 11.0588], [16.1089, 8.8471, 12.9077], [15.1430, 9.1059, 14.0869], [14.4840, 10.3673, 13.9200], [15.3146, 8.8215, 11.7230], [16.5931, 7.8539, 12.8823], [16.8913, 9.6325, 12.8275], [15.6754, 9.1622, 15.0561], [14.3452, 8.3410, 14.1372], [14.4921, 10.8599, 14.7564], [14.7343, 9.5864, 11.6376], [18.1430, 10.2982, 9.1683], [17.4260, 10.8842, 7.9231], [16.2463, 11.5506, 8.1879], [18.5681, 11.3488, 10.1137], [19.0259, 9.7279, 8.8863], [17.4990, 9.6796, 9.8145], [17.1012, 10.0882, 7.2583], [18.2210, 11.4245, 7.3677], [16.5045, 12.3463, 8.6798], [19.2591, 11.9081, 9.6691], [21.2600, 15.8428, 16.5316], [20.5870, 17.0426, 15.9072], [21.1473, 18.2531, 16.3627], [22.6669, 15.8851, 16.2059], [20.8533, 14.9330, 16.0988], [21.1028, 15.8976, 17.5885], [19.4892, 17.0284, 16.1951], [20.7881, 16.8573, 14.8247], [22.0928, 18.1406, 16.2609], [22.6528, 15.6312, 15.2664], [11.0875, 16.3079, 15.5434], [10.0487, 17.4403, 15.5308], [10.1439, 18.1515, 16.7622], [10.9758, 15.5619, 16.7215], [12.0392, 16.7974, 15.5158], [11.0458, 15.6093, 14.7147], [9.0606, 16.9912, 15.4924], [10.1551, 18.1257, 14.6897], [10.4348, 19.0508, 16.5699], [11.0048, 16.2519, 17.3929], [21.4533, 13.4623, 7.7884], [21.3004, 14.6523, 6.8577], [21.5141, 15.9227, 7.4576], [20.5237, 13.3706, 8.8977], [22.4822, 13.4085, 8.1197], [21.2600, 12.5410, 7.2183], [20.2828, 14.6791, 6.4765], [22.0952, 14.5295, 6.0968], [20.7258, 16.4698, 7.3804], [20.4113, 14.2804, 9.2505], [12.6462, 17.7571, 18.9173], [12.6695, 16.6118, 19.5721], [13.6410, 15.5403, 19.1882], [13.7722, 14.4986, 19.8075], [14.4584, 15.7028, 17.9552], [14.4364, 16.8711, 17.3159], [13.4844, 17.9520, 17.7274], [13.3467, 18.9663, 17.0897], [12.0036, 18.5801, 19.1684], [11.9985, 16.4150, 20.3859], [15.0566, 14.8349, 17.6791], [15.0964, 17.1371, 16.4815]],
  "forces_ev_per_a": [[1.0, 0.1, 1.1], [-0.1, 0.0, -0.3], [-0.9, -0.4, -0.3], [0.0, -0.5, 0.0], [-0.3, 0.7, -0.8], [0.7, 0.9, 2.0], [0.5, -1.0, -0.2], [-0.6, -0.7, 0.3], [-0.1, -0.1, 1.1], [0.1, -0.2, -0.2], [-0.3, -0.6, -0.3], [0.0, -0.1, -0.3], [-0.1, 0.6, -0.9], [0.5, 1.1, -0.9], [-0.6, 0.1, -0.6], [-1.5, 0.3, -1.2], [-3.0, 1.3, -1.5], [0.9, -0.9, 0.0], [0.6, 0.4, 0.7], [1.2, -0.9, 0.6], [-0.2, -0.4, -0.1], [0.6, 0.3, 0.3], [0.4, -0.1, 0.3], [0.8, -0.1, 0.6], [-0.3, 0.3, 0.1], [-0.2, -1.6, 0.8], [0.7, 0.5, -0.1], [0.0, -0.1, -0.3], [-0.6, 1.4, -0.7], [-0.9, 1.1, -0.7], [0.2, -0.4, 0.2], [0.2, 0.0, 0.6], [0.2, -0.1, -0.2], [-0.4, 0.0, 0.6], [1.1, -0.6, 0.2], [0.5, -0.5, 1.7], [0.3, -1.8, -1.3], [-0.9, 0.2, 0.5], [-0.5, 0.7, 0.2], [0.3, -0.1, -0.1], [-0.9, 1.0, -0.5], [0.0, 0.9, 0.6], [0.8, 0.2, 0.2], [0.1, 0.1, 0.2], [0.4, -0.5, -1.1], [0.6, -0.2, -1.0], [-1.2, -1.5, 0.2], [0.4, 0.5, 1.0], [1.3, 0.5, -0.8], [-0.6, -0.3, 0.2], [0.0, 0.5, 0.5], [0.1, 0.7, -0.3], [-0.1, 0.1, -0.1], [0.2, 0.0, -0.2], [-0.7, -0.6, 0.1], [2.9, 0.0, -0.1], [-1.0, 0.0, -0.3], [0.5, -1.1, -0.2], [0.8, 0.1, 0.8], [0.2, 0.5, -0.3], [-1.8, 0.3, -0.1], [0.0, 0.1, 0.6], [0.0, -0.4, 0.0], [-0.3, 0.3, -0.1], [-1.2, 0.0, 0.0], [-0.2, -1.3, 0.4], [-0.1, 1.3, 0.4], [-0.1, -0.7, 0.1], [0.7, -0.2, 0.3], [-0.1, 0.5, 0.7], [-0.2, 0.5, -0.8], [0.6, -0.5, -0.6], [-0.2, -0.4, -0.2], [0.0, 0.4, 0.1], [0.0, 0.1, 0.0], [0.2, 1.3, 1.2], [0.7, -0.8, -0.3], [1.3, 0.1, 0.3], [0.0, -1.2, -1.0], [0.0, -0.3, 0.0], [-0.5, -0.1, -0.2], [-0.2, 0.4, -1.0], [-0.1, -0.1, -0.5], [-1.9, 0.0, 1.1], [0.2, 0.5, 0.4], [-0.3, -0.2, -1.4], [1.0, -2.0, -1.4], [0.9, 0.9, 0.1], [-0.6, 0.2, 0.7], [-0.5, -0.1, 0.1], [0.5, 1.5, 1.4], [-0.6, 1.2, -0.4], [-0.2, 0.0, 0.9], [-1.3, -1.1, 0.1], [1.1, -0.4, -0.1], [-0.7, 0.6, 1.1], [0.4, 0.4, -1.4], [-0.5, -0.5, 0.9], [0.2, 0.0, -0.1], [0.4, -0.4, -0.1], [-0.1, 0.4, 0.1], [-0.3, -0.5, -0.8], [0.2, 0.4, 0.1], [0.2, -0.3, 0.0], [0.1, -0.3, 0.3], [-0.9, 0.4, -0.3], [0.4, 0.2, 0.7], [0.0, -0.5, -1.0], [0.1, -0.3, -0.7], [-0.2, 0.5, 0.6], [-0.5, -0.4, 0.3], [0.0, -0.4, -0.4], [0.6, 0.0, -0.1], [0.0, 0.2, 0.3], [0.3, 0.1, 0.4], [-0.3, 1.0, 1.1], [1.2, -1.7, 0.1], [0.1, 1.1, 0.5], [0.4, 0.1, -1.6], [0.0, -0.2, -0.3], [0.0, 0.1, -0.6], [0.4, -0.5, 0.0], [-0.6, 0.5, 0.1], [-0.5, 0.3, 0.0], [-0.7, -0.5, 0.4], [0.6, 0.4, -0.7], [-0.8, -0.8, -0.2], [-0.4, 0.1, 0.0], [-0.7, 0.0, 0.3], [-0.4, -0.2, 0.3], [0.4, -0.3, 0.8], [1.2, 0.2, -0.7], [-0.7, 0.7, 0.3], [0.5, 0.0, 0.0], [0.5, 0.1, -0.1], [-0.4, 0.6, -0.5], [-0.1, -0.7, -0.3], [0.1, 0.4, 0.2], [-0.1, -0.1, 0.6], [1.0, 0.2, -0.2], [-0.3, 0.3, -0.2], [-0.3, 0.0, 0.0], [0.2, -0.2, -0.2], [0.1, -0.2, 0.1], [-0.1, -0.2, 0.5], [-0.7, -0.6, 0.3], [-0.1, 0.5, 0.2], [0.8, -0.5, 0.6], [0.5, 1.1, -0.4], [0.3, 0.1, 0.5], [0.1, 0.3, -0.1], [0.0, -0.4, -0.6], [-0.7, -0.1, -0.1], [-0.4, -0.1, -0.2], [-0.1, -0.6, -0.2], [0.1, -0.1, 0.0], [0.4, -0.6, 0.2], [-0.1, -0.9, -0.6], [-0.4, 0.5, 0.4], [-0.3, 0.6, 0.3], [0.2, 0.6, -0.2], [0.5, -0.4, 0.0], [0.2, 0.6, -0.6], [-0.3, 0.1, 0.1], [0.0, -0.2, 0.4], [0.0, 0.3, 0.0], [-0.4, -0.3, 0.2]],
  "lowdin_charge": [-1.27, 0.15, 0.07, 0.14, 0.14, -0.17, -0.20, -0.11, -0.10, 0.12, 0.11, 0.12, 0.10, 0.07, 0.11, -0.25, -0.28, -0.08, -0.08, 0.14, 0.11, 0.13, 0.12, 0.02, 0.09, -0.19, -0.21, -0.07, -0.11, 0.16, 0.08, 0.12, 0.10, 0.05, 0.09, -0.24, -0.15, -0.09, -0.06, 0.12, 0.14, 0.09, 0.13, 0.06, 0.05, -0.22, -0.17, -0.11, -0.10, 0.12, 0.10, 0.11, 0.12, 0.04, 0.05, -0.20, -0.24, -0.07, -0.09, 0.12, 0.11, 0.12, 0.12, 0.07, 0.12, -0.19, -0.23, -0.05, -0.09, 0.09, 0.12, 0.10, 0.12, 0.07, 0.09, -0.19, -0.26, -0.03, -0.11, 0.12, 0.13, 0.12, 0.11, 0.04, 0.06, -0.23, -0.27, -0.04, -0.09, 0.13, 0.10, 0.12, 0.11, 0.03, 0.10, -0.23, -0.20, -0.08, -0.08, 0.12, 0.10, 0.12, 0.10, 0.03, 0.05, -0.21, -0.21, -0.12, -0.09, 0.13, 0.10, 0.13, 0.12, 0.02, 0.07, -0.17, -0.26, -0.06, -0.12, 0.11, 0.11, 0.12, 0.12, 0.06, 0.06, -0.24, -0.27, -0.05, -0.08, 0.10, 0.11, 0.14, 0.11, 0.08, 0.05, -0.24, -0.20, -0.08, -0.05, 0.09, 0.10, 0.11, 0.12, 0.09, 0.05, -0.22, -0.24, -0.08, -0.10, 0.11, 0.12, 0.12, 0.12, 0.02, 0.08, 0.00, 0.02, -0.36, 0.09, 0.02, 0.04, -0.40, 0.10, 0.12, 0.12, 0.09, 0.12]
}

***

(2)
{
  "formula": "C5H12O3",
  "method": "the ωB97M-V functional and the def2-TZVPD basis",
  "e_above_lowest_ev": 1.722,
  "spin_multiplicity": 1,
  "symbols": ["C", "C", "C", "C", "O", "C", "H", "H", "H", "H", "H", "H", "H", "H", "H", "H", "O", "H", "H", "O"],
  "xyz": [[-1.7757, -0.5866, -2.0076], [-0.7984, -0.3240, -1.1469], [-0.4343, -1.1109, 0.0226], [0.3726, -0.6249, 0.9649], [0.8578, 0.6576, 0.8155], [0.7945, -1.3274, 2.2080], [-1.9429, 0.0428, -2.8803], [-2.4386, -1.4352, -1.8901], [-0.1592, 0.5314, -1.2904], [-0.7983, -2.1035, 0.2210], [1.4032, 0.9159, 1.5780], [0.1775, -1.0429, 3.0574], [1.8133, -1.0645, 2.4784], [0.6755, -2.4036, 2.1069], [-1.2796, 2.0910, 1.0935], [-2.0245, 2.5865, -0.1099], [-1.9955, 2.6892, 0.8484], [2.5271, 0.2940, -0.8827], [2.0691, -0.7631, -1.9014], [2.6351, 0.0075, -1.7989]],
  "forces_ev_per_a": [[-0.1, 0.1, -0.3], [0.0, -0.3, 0.0], [0.1, 0.1, 0.3], [0.2, 0.3, 0.1], [0.3, 0.3, 0.4], [-0.3, -0.1, 0.1], [0.0, -0.1, 0.2], [0.0, 0.0, 0.0], [0.0, 0.3, -0.2], [-0.3, -0.2, -0.3], [-0.3, -0.3, -0.3], [-0.2, 0.2, 0.1], [0.3, -0.2, -0.1], [0.2, 0.0, -0.1], [0.0, 0.0, 0.1], [-0.1, 0.1, 0.0], [0.2, -0.2, -0.2], [-0.2, -0.1, -0.2], [-0.1, 0.0, 0.1], [0.2, 0.1, 0.1]],
  "lowdin_charge": [0.01, -0.20, -0.07, -0.39, 0.00, -0.02, 0.06, 0.06, 0.09, 0.11, 0.12, 0.09, 0.08, 0.09, 0.01, 0.03, -0.06, 0.01, 0.03, -0.05]
}

***

no.,HOMO-LUMO gap (eV),E_tot (eV),HOMO level (eV)
1,8.18,-115925.2850,-7.80
2,8.96,-11521.0439,-8.61